P | One molecule with the formula C3H9NO3. Source: the OMol25 dataset; level of theory: the ωB97M-V functional and the def2-TZVPD basis.

Values from the calculation:
- SMILES: C[C@@H](NO)C(O)O
- Highest occupied orbital energy: -10.199 eV

Geometry as ORCA input:
```
! RIJCOSX wB97M-V def2-TZVPD def2/J DEFGRID3
* xyz 0 1
C 0.291 1.319 -0.209
C 0.054 -0.255 -0.442
C 1.205 -1.077 0.130
N -1.243 -0.537 0.183
O -0.843 2.065 -0.590
O 0.577 1.614 1.140
O -1.470 -1.996 -0.113
H 0.853 2.545 1.138
H -1.595 1.498 -0.328
H -2.331 -1.978 -0.573
H -1.110 -0.559 1.201
H 1.136 1.629 -0.833
H -0.038 -0.402 -1.524
H 1.151 -2.115 -0.210
H 1.194 -1.081 1.225
H 2.169 -0.669 -0.194
*
```

Need the Mulliken charges? In units of e they are:
1. C -0.19
2. C 0.42
3. C -1.27
4. N -0.44
5. O -0.55
6. O -0.53
7. O -0.45
8. H 0.34
9. H 0.40
10. H 0.32
11. H 0.26
12. H 0.39
13. H 0.24
14. H 0.37
15. H 0.30
16. H 0.36

=====

Q | A 2-piece molecular cluster, C3H9NO3 overall. Source: the OMol25 dataset; level of theory: the ωB97M-V functional and the def2-TZVPD basis.

Values from the calculation:
- SMILES: O=CNCCO.O
- Highest occupied orbital energy: -9.673 eV

Geometry as ORCA input:
```
! RIJCOSX wB97M-V def2-TZVPD def2/J DEFGRID3
* xyz 0 1
C 1.710 -1.140 0.263
N 0.351 -0.937 0.065
C -0.272 -0.241 1.168
C -1.321 0.646 0.407
O -2.081 1.439 1.304
O 2.450 -1.291 -0.653
H 1.968 -1.298 1.348
H 0.295 -0.769 -0.936
H 0.429 0.407 1.721
H -0.714 -1.009 1.876
H -1.860 -0.013 -0.302
H -0.755 1.398 -0.145
H -2.841 0.859 1.531
H 0.609 1.427 -2.703
H 1.458 0.037 -2.499
O 0.578 0.485 -2.448
*
```

Need the Mulliken charges? In units of e they are:
1. C 0.02
2. N -0.22
3. C -0.25
4. C -0.58
5. O -0.52
6. O -0.53
7. H 0.33
8. H 0.34
9. H 0.33
10. H 0.23
11. H 0.34
12. H 0.19
13. H 0.33
14. H 0.30
15. H 0.35
16. O -0.67

=====

Energy comparison, zero being the most stable, in kJ/mol: P 91.8; Q 0.0.

=====

P | One molecule with the formula C5H6O3. Source: the OMol25 dataset; level of theory: the ωB97M-V functional and the def2-TZVPD basis.

Values from the calculation:
- SMILES: C=C1COCC(=O)O1
- Highest occupied orbital energy: -9.974 eV

Geometry as ORCA input:
```
! RIJCOSX wB97M-V def2-TZVPD def2/J DEFGRID3
* xyz 0 1
C 0.695 2.033 0.832
C 0.372 0.849 0.428
C -0.772 -0.093 0.940
C -0.549 -1.392 -0.810
C 0.647 -0.611 -1.440
H 0.187 2.427 1.653
H 1.425 2.723 0.155
H -0.208 -0.885 1.438
H -1.335 0.291 1.720
H -1.080 -2.040 -1.705
H -0.131 -2.121 0.165
O -1.454 -0.526 -0.185
O 1.110 -0.983 -2.543
O 1.093 0.329 -0.647
*
```

Need the Mulliken charges? In units of e they are:
1. C -0.79
2. C 0.59
3. C -0.64
4. C -0.16
5. C 0.55
6. H 0.32
7. H 0.20
8. H 0.29
9. H 0.47
10. H 0.25
11. H 0.20
12. O -0.36
13. O -0.59
14. O -0.33

=====

Q | One molecule with the formula C5H6O3. Source: the OMol25 dataset; level of theory: the ωB97M-V functional and the def2-TZVPD basis.

Values from the calculation:
- SMILES: O=C1OC=CCCO1
- Highest occupied orbital energy: -9.565 eV

Geometry as ORCA input:
```
! RIJCOSX wB97M-V def2-TZVPD def2/J DEFGRID3
* xyz 0 1
C 1.985 0.066 -0.068
C 0.002 -1.140 0.525
C -1.180 -0.518 -0.229
C -1.069 0.889 -0.297
C 0.037 1.590 0.162
H -0.475 -2.122 0.442
H 0.083 -0.759 1.500
H -1.247 -0.968 -1.267
H -2.171 -1.052 0.178
H -1.839 1.547 -0.837
H 0.397 2.572 -0.233
O 3.114 0.204 -0.323
O 1.279 -1.169 -0.210
O 1.084 0.860 0.658
*
```

Need the Mulliken charges? In units of e they are:
1. C 0.63
2. C -0.49
3. C -0.43
4. C -0.30
5. C -0.23
6. H 0.35
7. H 0.42
8. H 0.28
9. H 0.32
10. H 0.25
11. H 0.38
12. O -0.44
13. O -0.36
14. O -0.40

=====

Energy comparison, zero being the most stable, in kJ/mol: P 23.3; Q 0.0.

=====

P | One molecule with the formula C5H6O3. Source: the OMol25 dataset; level of theory: the ωB97M-V functional and the def2-TZVPD basis.

Values from the calculation:
- SMILES: OC1(O)C=CC=CO1
- Highest occupied orbital energy: -8.813 eV

Geometry as ORCA input:
```
! RIJCOSX wB97M-V def2-TZVPD def2/J DEFGRID3
* xyz 0 1
C 1.520 0.125 0.008
C 1.097 0.330 -1.380
C 0.572 0.230 0.927
C -0.212 0.543 -1.606
C -0.825 -0.033 0.601
O -1.199 0.269 -0.710
O -1.086 -1.679 0.650
O -1.713 0.421 1.576
H 2.478 0.175 0.301
H 1.728 0.536 -2.194
H 1.000 0.336 1.929
H -0.728 0.916 -2.506
H -0.167 -2.065 0.700
H -2.467 -0.104 1.706
*
```

Need the Mulliken charges? In units of e they are:
1. C -0.26
2. C -0.46
3. C -0.90
4. C -0.23
5. C 1.04
6. O -0.31
7. O -0.61
8. O -0.52
9. H 0.53
10. H 0.39
11. H 0.29
12. H 0.38
13. H 0.32
14. H 0.33

=====

Q | One molecule with the formula C5H6O3. Source: the OMol25 dataset; level of theory: the ωB97M-V functional and the def2-TZVPD basis.

Values from the calculation:
- SMILES: C#CC(=O)[C@@H](O)OC
- Highest occupied orbital energy: -10.028 eV

Geometry as ORCA input:
```
! RIJCOSX wB97M-V def2-TZVPD def2/J DEFGRID3
* xyz 0 1
C 0.926 0.842 0.282
C -1.447 0.804 0.667
C 1.204 -0.671 0.501
O -0.168 1.257 1.061
O 0.836 1.175 -1.064
C 0.589 -1.525 -0.477
C 0.069 -2.204 -1.322
O 1.873 -1.074 1.417
H 0.094 0.713 -1.470
H 1.776 1.401 0.688
H -2.128 1.184 1.427
H -1.512 -0.289 0.640
H -1.740 1.214 -0.305
H -0.371 -2.826 -2.046
*
```

Need the Mulliken charges? In units of e they are:
1. C 0.11
2. C -0.64
3. C 0.16
4. O -0.34
5. O -0.53
6. C -0.44
7. C 0.33
8. O -0.50
9. H 0.35
10. H 0.29
11. H 0.29
12. H 0.29
13. H 0.24
14. H 0.40

=====

R | One molecule with the formula C5H6O3. Source: the OMol25 dataset; level of theory: the ωB97M-V functional and the def2-TZVPD basis.

Values from the calculation:
- SMILES: C[C@]12O[C@H]1C(O)=C2O
- Highest occupied orbital energy: -7.325 eV

Geometry as ORCA input:
```
! RIJCOSX wB97M-V def2-TZVPD def2/J DEFGRID3
* xyz 0 1
C 1.756 0.070 0.987
C -0.820 0.129 0.463
C -1.161 0.032 -0.831
C 0.540 -0.483 0.339
C 0.083 -0.620 -1.414
O 0.645 -1.606 -0.402
O -1.392 0.546 1.598
O -2.276 0.314 -1.479
H -2.213 1.009 1.375
H -2.196 -0.055 -2.374
H 0.848 0.054 -1.797
H 1.847 1.145 0.822
H 1.680 -0.096 2.068
H 2.659 -0.438 0.647
*
```

Need the Mulliken charges? In units of e they are:
1. C -1.23
2. C -0.27
3. C 0.88
4. C 0.88
5. C -0.77
6. O -0.32
7. O -0.58
8. O -0.50
9. H 0.32
10. H 0.33
11. H 0.23
12. H 0.32
13. H 0.34
14. H 0.35

=====

Energy comparison, zero being the most stable, in kJ/mol: P 0.0; Q 77.0; R 257.5.

=====

P | A 2-piece molecular cluster, C4H7BO2 overall. Source: the OMol25 dataset; level of theory: the ωB97M-V functional and the def2-TZVPD basis.

Values from the calculation:
- Highest occupied orbital energy (alpha / beta): -7.761 / -7.132 eV

Geometry as ORCA input:
```
! RIJCOSX wB97M-V def2-TZVPD def2/J DEFGRID3
* xyz 0 1
B -0.876 -1.565 -1.746
C -1.548 0.837 0.978
C -0.737 1.320 1.685
C 1.472 -0.650 -1.910
C 0.417 1.656 2.457
O 0.327 -1.159 -1.691
O -1.496 -2.679 -2.313
H -2.544 0.516 0.669
H 1.606 -0.143 -2.864
H 2.129 -0.242 -1.096
H 1.174 2.255 1.864
H 0.895 0.913 2.985
H 0.302 2.427 3.239
H -1.123 -3.486 -2.256
*
```

Need the Mulliken charges? In units of e they are:
1. B -0.09
2. C 0.03
3. C -0.12
4. C -0.38
5. C -1.18
6. O 0.10
7. O -0.39
8. H 0.40
9. H 0.26
10. H 0.21
11. H 0.26
12. H 0.32
13. H 0.31
14. H 0.27

=====

Q | One molecule with the formula C4H7BO2. Source: the OMol25 dataset; level of theory: the ωB97M-V functional and the def2-TZVPD basis.

Values from the calculation:
- SMILES: CB(C=O)CC=O
- Highest occupied orbital energy: -8.819 eV

Geometry as ORCA input:
```
! RIJCOSX wB97M-V def2-TZVPD def2/J DEFGRID3
* xyz 0 1
B -0.426 -0.074 -0.147
C -1.748 -1.134 -0.815
C 2.134 0.590 -0.015
C -0.863 0.626 1.120
C 1.010 -0.074 -0.759
O -1.752 -2.252 -0.428
O 2.069 1.784 0.230
H -2.457 -0.631 -1.373
H 2.991 -0.031 0.303
H -0.935 -0.100 1.958
H -1.952 0.977 1.079
H -0.191 1.260 1.486
H 1.114 -1.148 -0.781
H 1.005 0.206 -1.859
*
```

Need the Mulliken charges? In units of e they are:
1. B 0.06
2. C -0.12
3. C -0.06
4. C -1.02
5. C -0.41
6. O -0.44
7. O -0.49
8. H 0.40
9. H 0.34
10. H 0.37
11. H 0.27
12. H 0.46
13. H 0.29
14. H 0.35

=====

Energy comparison, zero being the most stable, in kJ/mol: P 284.0; Q 0.0.